Entry 1:
DFT (ωB97M-V/def2-TZVPD) results for a structure of composition C26H45ClFeNP.

Positions of all 75 atoms, in Å:
Fe (1.9364, 0.4697, 3.7971)
Cl (0.9996, -0.6653, 5.3950)
P (-0.2113, 0.6166, -0.1592)
N (1.2308, 3.2010, 2.4644)
C (-0.0119, -2.8563, 2.0222)
C (-0.8761, 2.3415, -0.2039)
C (-2.4224, -2.8347, 2.8409)
C (4.5484, 0.3322, -0.6973)
C (-0.1475, 3.2469, -1.2144)
C (3.9118, 0.0414, 0.6655)
C (1.6522, 0.7884, -0.1839)
C (0.0032, -1.8038, -1.4826)
C (0.5319, -3.5730, 3.2065)
C (-2.9959, 3.7126, -0.4253)
C (1.4205, 2.1194, 2.8986)
C (-0.8706, -2.2477, -3.8347)
C (-2.3945, 2.3076, -0.4515)
C (-0.7241, 4.6607, -1.1859)
C (-1.3585, -2.7296, 1.7938)
C (-0.7764, -0.4822, -1.5157)
C (2.4312, -0.3110, 0.5422)
C (3.7334, 1.3105, -1.5622)
C (-2.2548, 4.6894, -1.3438)
C (-1.7518, -2.9461, 4.2262)
C (-0.5705, -3.9120, 4.2636)
C (-0.7997, 0.1412, -2.9183)
C (-1.4877, -0.8406, -3.8728)
C (-0.6728, -2.8107, -2.4173)
C (2.2410, 0.9400, -1.6123)
C (-1.0769, -0.1494, 1.1310)
H (-2.5167, 4.4831, -2.3874)
H (-0.0689, -3.7268, -2.4586)
H (0.9203, 3.3166, -0.9618)
H (-2.8746, 1.6830, 0.3119)
H (-1.4434, -0.4308, -4.8897)
H (4.0082, 0.9410, 1.2894)
H (1.7230, 1.7115, -2.1978)
H (1.9807, -0.4823, 1.5353)
H (-0.2230, 2.8062, -2.2214)
H (-1.3922, -1.9534, 4.5186)
H (-2.5235, -3.2727, 4.9325)
H (2.1302, 0.0014, -2.1806)
H (-1.3581, 1.0891, -2.9207)
H (1.8195, 1.7283, 0.3803)
H (0.0978, -2.2322, -4.3510)
H (-1.7571, -2.8205, 0.7614)
H (4.1319, 1.3265, -2.5925)
H (-2.5806, 1.8142, -1.4162)
H (0.0557, -2.1968, -0.4552)
H (5.5438, 0.7554, -0.5385)
H (-1.8149, -0.6786, -1.2008)
H (1.0191, -4.5246, 2.9074)
H (4.6913, -0.6006, -1.2541)
H (4.4649, -0.7653, 1.1665)
H (1.0424, -1.6124, -1.8025)
H (0.7235, -2.3876, 1.3115)
H (-0.4321, 5.1040, -0.2226)
H (-2.5486, -0.8941, -3.5862)
H (-0.1377, -3.8729, 5.2867)
H (-0.8874, 0.3450, 2.1325)
H (-1.5098, -2.9369, -4.3965)
H (-2.9556, 4.0861, 0.6042)
H (-0.9491, -4.9121, 4.0330)
H (-2.9874, -1.8905, 2.7367)
H (0.2315, 0.3641, -3.2405)
H (-0.6695, 2.7135, 0.8167)
H (-3.1261, -3.6780, 2.6702)
H (-2.6115, 5.7085, -1.1370)
H (3.8270, 2.3275, -1.1460)
H (-1.9764, -0.7730, 0.9976)
H (-1.6476, -3.0852, -1.9870)
H (-4.0581, 3.6597, -0.7155)
H (2.3411, -1.2644, -0.0050)
H (1.3141, -2.9817, 3.6977)
H (-0.2531, 5.2519, -1.9905)

Its frontier orbital gap (alpha / beta) is 3.8956 / 5.8632 eV. The calculation puts the energy relative to the best compared isomer or geometry (same formula, charge and spin) at 14.3 kcal per mole. For the calculated total energy, the calculation gives -3137.63290 Ha. As for the LUMO energy (alpha / beta): 2.56 / 2.55 eV. The total charge is -1. As for the spin multiplicity: 6.


Entry 2:
DFT (ωB97M-V/def2-TZVPD) results for a structure of composition C26H45ClNPSeTl.

Positions of all 76 atoms, in Å:
Tl (-2.4986, -2.3559, 1.7096)
Se (-4.6713, -0.1863, 0.4824)
Cl (-0.1399, -3.4900, 1.3478)
P (2.4016, -0.5353, -0.0110)
N (-1.8914, -0.4532, -0.6095)
C (3.1538, -0.2236, 2.6457)
C (3.1275, -0.7864, 4.0697)
C (2.5998, -1.2590, 1.6578)
C (2.4201, -4.0068, -2.3074)
C (1.1183, 0.8052, 0.2230)
C (1.5116, 2.1114, -0.1036)
C (0.5554, 3.1726, 0.2556)
C (0.6571, 2.1285, -2.9621)
C (3.7084, 0.7384, -2.0704)
C (-1.2914, 3.2104, -1.6251)
C (-0.9814, 2.9033, -0.1590)
C (1.8334, -1.9090, -1.0827)
C (1.3188, -3.7027, -3.3269)
C (-0.8725, 2.0163, -2.6816)
C (3.8003, -2.1567, 4.1840)
C (3.3068, -3.1484, 3.1279)
C (3.8941, 0.3431, -0.6022)
C (3.4023, -2.5709, 1.7126)
C (-3.0255, -0.2121, -0.2663)
C (0.7703, -1.5121, -2.1125)
C (2.9907, -2.7100, -1.7249)
C (4.8388, 1.6489, -2.5380)
C (5.2332, -0.3809, -0.3770)
C (0.2236, -2.7885, -2.7646)
C (6.2275, 1.0893, -2.2057)
C (6.3725, 0.5673, -0.7717)
H (1.2692, 1.3259, -3.5200)
H (6.3597, 1.4147, -0.0714)
H (7.3229, 0.0381, -0.6405)
H (5.3398, -0.6852, 0.6759)
H (5.2582, -1.3024, -0.9806)
H (-1.2419, 1.0849, -1.9134)
H (2.0830, -0.8728, 4.3882)
H (3.8834, -4.0773, 3.1634)
H (2.5977, 0.7266, 2.6010)
H (-0.4876, -2.5164, -3.5519)
H (0.9085, 0.7617, 1.3647)
H (-2.3674, 3.4906, -1.6928)
H (2.0060, -4.6029, -1.4794)
H (2.7546, 1.2468, -2.2194)
H (3.9239, 1.2621, 0.0086)
H (-0.8341, 4.1796, -1.8333)
H (6.4522, 0.2702, -2.9002)
H (-0.0595, -0.9731, -1.6248)
H (4.7115, 2.6300, -2.0601)
H (0.6973, 3.2994, 1.3658)
H (1.3124, -2.5611, -0.3429)
H (1.7719, -3.2355, -4.2106)
H (-1.4287, 2.2823, -3.6437)
H (3.7715, -2.9394, -0.9794)
H (3.6322, -2.5784, 5.1793)
H (2.2518, -3.4009, 3.2988)
H (1.5486, -1.5226, 1.8913)
H (3.6158, -0.0787, 4.7443)
H (0.1722, 0.3818, -0.4550)
H (4.1976, 0.0037, 2.3762)
H (3.4642, -2.1057, -2.5189)
H (-1.2071, 1.8767, 0.0550)
H (4.7378, 1.7985, -3.6201)
H (4.4536, -2.3749, 1.4437)
H (2.9974, -3.2955, 0.9908)
H (1.2077, -0.8431, -2.8670)
H (-0.3265, -3.3263, -1.9790)
H (2.4885, 2.3120, -0.6505)
H (0.8276, 4.0837, -0.3211)
H (3.6785, -0.1704, -2.6919)
H (3.2414, -4.5688, -2.7647)
H (0.8740, -4.6442, -3.6613)
H (-1.5845, 3.4688, 0.6056)
H (6.9780, 1.8666, -2.3785)
H (4.8850, -2.0383, 4.0709)

Its frontier orbital gap (alpha / beta) is 4.5642 / 4.6587 eV. For the calculated total energy, the calculation gives -4447.76420 Ha. As for the LUMO energy (alpha / beta): 2.29 / 2.30 eV. The total charge is -1.


Entry 3:
DFT (ωB97M-V/def2-TZVPD) results for a structure of composition C26H45N4O2PdSbSi3.

Positions of all 82 atoms, in Å:
Sb (-1.2024, 0.2928, 1.5383)
Pd (0.4752, -0.9650, -0.7756)
Si (-2.3666, 1.0344, -1.8381)
Si (-2.4167, 3.0522, 0.6397)
Si (0.9536, -2.2306, 2.3806)
O (-1.3585, -3.2904, -1.2245)
O (3.5811, -1.4707, -1.4780)
N (0.8319, 1.1903, -1.0839)
N (2.2960, -2.0172, -1.4706)
N (-0.1452, -2.9385, -1.2344)
N (1.3251, 1.6367, 1.8305)
C (1.4747, 3.8432, -1.4332)
C (3.1263, 0.1421, 1.4027)
C (-1.4397, 1.6721, -0.2832)
C (3.5736, 2.4476, 1.8604)
C (2.1370, -3.2830, -1.6642)
C (0.7778, -3.7944, -1.6191)
C (1.7533, 0.3894, 1.5675)
C (2.0392, 1.5495, -1.5290)
C (4.0316, 1.1708, 1.5553)
C (-1.3717, -0.0613, -2.9896)
C (-0.0901, 2.1229, -0.7701)
C (-3.9784, 2.3424, 1.4081)
C (0.5102, -1.7931, 4.1553)
C (0.7293, -0.6568, 1.3729)
C (2.4139, 2.8637, -1.7166)
C (-3.9427, 0.0697, -1.5240)
C (2.2058, 2.6217, 1.9724)
C (-2.8345, 2.5272, -2.8857)
C (3.2586, -4.2444, -1.9313)
C (-3.0821, 4.5212, -0.3523)
C (-1.3414, 3.8180, 1.9796)
C (0.2309, 3.4713, -0.9657)
C (0.3701, -5.1784, -2.0056)
C (-2.5421, -1.3434, 1.1200)
C (2.7232, -2.8745, 2.3737)
C (-0.0716, -3.7003, 1.8445)
H (-0.3985, 0.3303, -3.2865)
H (0.7225, -2.6210, 4.8363)
H (-1.9780, -0.1617, -3.8969)
H (-2.2937, -1.9699, 0.2652)
H (-4.5900, 0.4665, -0.7425)
H (2.7215, -3.8480, 2.8726)
H (1.0762, -0.9205, 4.4910)
H (3.1163, -5.1327, -1.3175)
H (3.4056, 3.1049, -2.0712)
H (-4.6945, 2.0506, 0.6379)
H (-0.6377, 4.5405, 1.5597)
H (-0.3387, -5.1390, -2.8362)
H (0.4056, -4.2181, 1.0111)
H (4.1430, -2.0246, -2.0378)
H (3.2529, -4.5620, -2.9751)
H (-1.2569, -1.0710, -2.5892)
H (4.2489, 3.2822, 1.9871)
H (1.7099, 4.8913, -1.5705)
H (1.2147, -5.8001, -2.2938)
H (-3.1028, 2.1658, -3.8822)
H (-0.1619, -5.6576, -1.1798)
H (-0.7727, 3.0840, 2.5484)
H (2.7254, 0.7362, -1.7306)
H (-4.5102, 0.0788, -2.4592)
H (3.4601, -0.8405, 1.1092)
H (-3.1739, 5.3573, 0.3476)
H (1.7865, 3.6020, 2.1795)
H (3.0948, -3.0258, 1.3565)
H (-3.8253, 1.4980, 2.0798)
H (-0.1136, -4.3961, 2.6882)
H (-0.5520, -1.5493, 4.2467)
H (5.0902, 0.9832, 1.4227)
H (-2.5395, -1.9450, 2.0310)
H (-3.5407, -0.9224, 1.0101)
H (-4.4446, 3.1417, 1.9917)
H (-3.7134, -0.9695, -1.2915)
H (-3.6923, 3.0721, -2.4939)
H (-4.0813, 4.3149, -0.7375)
H (4.2438, -3.8504, -1.6890)
H (-2.4738, 4.8572, -1.1898)
H (-1.0906, -3.4710, 1.5426)
H (-2.0080, 3.2318, -3.0027)
H (-0.4972, 4.2356, -0.7463)
H (3.4206, -2.2282, 2.9072)
H (-1.9917, 4.3621, 2.6705)

Its frontier orbital gap (alpha / beta) is 6.9019 / 6.6466 eV. The calculation puts the energy relative to the best compared isomer or geometry (same formula, charge and spin) at 0.0 kcal per mole. For the calculated total energy, the calculation gives -2623.77403 Ha. As for the LUMO energy (alpha / beta): 0.37 / -0.89 eV. As for the spin multiplicity: 3.